Record 1
Below is the molecule C6H3NO in a non-equilibrium geometry, with properties calculated with ωB97M-V/def2-TZVPD.

XYZ file:
```
11
Properties=species:S:1:pos:R:3:forces:R:3
N 1.95341 0.78485 0.02147 3.055 4.111 -5.956
H 1.08961 1.37484 -2.02432 -0.203 -1.478 2.516
C -0.17169 0.19574 -0.47636 0.337 -0.713 0.012
C -1.52918 -0.18211 -0.57881 -11.143 -0.753 2.291
C 1.70597 0.01148 0.90199 3.255 -3.511 4.099
C 0.36530 -0.44986 0.77252 -2.833 -2.351 2.859
O -0.23902 -1.12924 1.58629 0.807 0.774 -1.248
H 2.62873 -0.36659 1.47346 -2.160 0.643 0.238
C 0.95005 0.78544 -1.00857 -2.544 1.562 -0.887
H -3.84898 -0.62473 -0.55733 -0.348 -0.067 0.046
C -2.90420 -0.39980 -0.11034 11.778 1.783 -3.971
```
Positions in Å, forces in eV/Å.

The SMILES is C#CC1=CN=CC1=O. As for the HOMO energy: -0.330 Eh. The calculation puts the relative energy (zero: lowest compared OMol25 entry of this formula, charge and spin) at 533.3 kJ/mol.

Atom charges from the natural (NBO) analysis, given in e for atoms 1 to 4: number 1, N, carries -0.3642; number 2, H, carries 0.2448; number 3, C, carries -0.2868; number 4, C, carries 0.0338

***

Record 2
Below is a 17-piece molecular cluster, C51H132N4O43S13 overall in a non-equilibrium geometry, with properties calculated with ωB97M-V/def2-TZVPD.

XYZ file:
```
243
Properties=species:S:1:pos:R:3:forces:R:3
H -5.93926 -22.56644 27.41294 -0.083 0.147 -0.024
C -6.07991 -14.31129 19.89088 1.305 -1.994 1.631
H -4.44536 -20.86868 32.53181 -0.254 -0.256 0.439
H -5.09854 -17.33904 29.75386 0.359 0.613 0.494
C -9.97958 -19.67137 23.40159 -0.125 -0.801 0.292
C -8.42093 -11.02828 32.59037 0.084 0.487 2.633
O -5.52006 -19.92357 29.81822 1.901 -0.623 0.073
H -5.22379 -18.05212 24.18394 0.127 0.705 -0.629
H -2.75703 -14.56811 32.55768 0.209 0.187 0.001
H -5.50707 -14.97780 23.34051 0.044 0.026 -0.101
H -6.92070 -7.99865 23.20785 -0.365 -0.186 0.133
O -10.48309 -18.05492 21.45151 -1.376 0.771 -0.607
O -2.13702 -15.51074 24.49982 -0.731 -0.043 -0.134
H -2.12968 -10.62543 20.83530 -0.370 -0.762 -1.290
C -2.50155 -20.07708 32.39786 0.756 1.283 0.877
C -11.04840 -12.10900 34.42039 -0.604 0.833 0.857
N -7.28852 -10.03943 22.84229 -0.914 -0.784 0.684
C -8.25282 -15.38004 23.64995 1.599 1.981 -0.038
H -1.54613 -12.37795 33.08281 -0.094 -0.390 0.961
H -6.06756 -8.68835 21.92183 -0.275 -0.020 -0.681
O -9.57730 -11.41486 27.30725 0.462 0.864 -0.071
H -0.59721 -12.64782 25.10224 0.103 -0.293 -0.488
C -0.80528 -9.69891 26.37267 1.133 -0.211 0.282
C -0.18921 -13.66438 25.05542 -0.403 0.581 1.784
H -6.11456 -4.71460 30.10375 0.138 -0.390 0.017
H -2.81281 -8.13558 30.18343 0.050 0.286 0.235
C -5.88218 -7.80458 31.89699 0.496 0.081 -0.416
H -11.78377 -7.15236 25.50474 -0.497 -0.138 0.178
C -2.05960 -8.50123 20.61435 -1.419 1.459 0.628
C -11.42538 -11.56665 28.94563 -0.527 0.464 1.592
H -2.67041 -7.36534 35.51105 -0.146 -0.650 0.043
H -6.31773 -20.84258 27.04600 0.042 -0.169 0.595
S -1.85331 -18.22861 30.69884 -0.596 0.362 -0.635
O -10.12221 -9.36149 28.58763 0.225 1.065 0.125
C -4.58610 -14.60689 22.89802 1.278 -0.320 2.092
S -4.69386 -11.69288 34.81981 0.787 -0.197 -0.085
O -8.55759 -17.66055 22.78008 2.898 2.033 0.764
C -4.56897 -13.43559 32.83510 -1.665 2.388 -0.501
H -11.05669 -18.37524 29.12305 -0.108 -0.441 -0.189
O -11.64149 -10.24095 26.82229 -0.495 0.241 0.861
S -4.94383 -13.20826 22.00787 -2.025 -0.348 1.305
H -2.83574 -9.79016 26.31945 -0.238 -0.402 0.631
C -10.60066 -19.03194 28.37391 -0.661 -0.036 0.296
H -1.85753 -17.20674 26.74140 -0.078 -0.317 -0.505
H -5.82956 -17.55089 31.48506 1.088 -0.591 -0.342
C -5.88417 -4.32205 29.11811 -0.783 0.716 -0.558
O -0.17038 -7.57471 34.63345 0.226 -0.058 -0.096
H -0.82467 -11.57186 23.62058 0.044 0.264 -0.073
H -5.97587 -11.77733 36.70828 -0.115 0.563 0.181
H -6.58115 -6.70498 33.44007 -0.043 -0.293 0.650
O -6.02894 -6.37587 27.81678 1.288 -0.553 1.747
O 1.10539 -8.59134 28.11838 -0.209 1.206 -0.050
H -10.25411 -9.14912 25.80530 -0.566 0.394 -0.635
H -2.07855 -12.02775 31.43898 0.580 0.346 0.912
H -8.65833 -14.71346 29.38528 -0.010 0.117 0.027
H -6.82300 -17.50546 25.74211 0.533 -0.392 0.363
C -9.12507 -16.52555 23.46888 -2.567 -0.805 -0.381
O -3.63697 -11.08316 35.53719 0.799 0.317 0.486
S -9.39484 -18.69339 22.08416 -0.616 -2.528 -1.096
H -7.18056 -15.09174 28.45170 -0.511 -0.698 0.009
H -6.67628 -4.66225 26.98083 0.471 0.439 1.129
C -3.44335 -13.64431 28.91604 0.617 -0.044 1.212
H -5.96229 -11.19849 25.08249 -0.118 0.298 0.470
H -7.65052 -15.77117 20.12361 -0.162 -0.430 0.367
H -6.37289 -3.32860 29.10688 0.573 -0.210 0.014
H -2.26787 -15.94105 27.82649 0.191 0.418 -0.310
H -7.05403 -15.39821 18.49174 -0.311 -0.315 -0.044
O -0.94017 -9.48275 33.40344 1.322 -1.573 1.190
H -1.49406 -9.74709 31.54295 -0.785 -0.307 0.154
H -3.87314 -19.10149 23.69036 0.168 0.834 -0.413
O -1.89413 -7.35496 32.87673 -0.560 0.710 -0.599
C -9.10362 -15.58007 27.46227 -0.338 -0.202 -0.338
H -9.16347 -11.68585 24.96950 0.157 -0.151 -0.672
S -5.47112 -12.89529 26.40883 -0.406 -0.214 -4.520
O -5.04173 -8.95041 31.64492 0.362 -0.174 0.277
N -0.91627 -14.44410 26.05057 -0.708 -0.524 0.061
H -3.46018 -17.38077 24.28408 -0.363 0.129 -0.743
H -11.35945 -11.54814 35.30525 -0.540 0.173 -0.229
C -7.62504 -11.30200 31.40171 0.170 0.300 -1.827
H -3.07291 -14.52332 29.47914 0.412 0.523 -0.139
H -13.05393 -7.98695 26.51628 0.051 0.195 -0.180
C -1.75822 -11.35069 23.11319 -0.242 0.082 0.265
H -7.95694 -12.16889 30.81221 -0.027 0.174 0.198
H -9.13073 -20.16740 23.89801 -0.336 0.582 0.071
H 1.44444 -10.10005 30.13720 -0.154 -0.048 0.117
H -6.85436 -7.96087 31.42935 0.043 0.023 -0.125
O -5.85081 -9.60355 29.45465 -1.594 0.040 -1.354
H -5.32921 -14.28476 29.44446 -0.410 -0.116 0.300
H 0.82865 -13.56201 25.43708 0.177 -0.285 -0.655
H -4.91296 -18.69558 27.53867 0.579 -0.276 -0.693
H -9.97147 -16.13405 22.84864 0.332 -0.795 0.603
H -3.56762 -12.79956 29.63727 0.193 -0.606 -0.606
C -1.88015 -15.32425 25.67815 1.582 -0.644 0.831
H -7.54169 -8.76389 25.80031 -0.319 0.323 0.063
C -11.98687 -7.83288 26.34769 0.979 0.715 0.487
C -3.83283 -14.63949 32.48325 -0.311 -1.930 0.397
O -8.65654 -12.24531 33.37085 0.214 -0.925 -0.571
C -1.72930 -10.25889 32.49771 -0.159 0.994 -1.738
H -4.80842 -4.23376 28.97740 -0.074 0.058 -0.078
H -4.09822 -14.87584 31.45759 0.089 -0.347 -0.110
H -6.54870 -11.37785 31.59417 -0.354 0.016 0.045
H -4.02753 -15.37261 22.37259 -0.117 0.060 -0.386
C -7.34225 -14.98982 19.46074 -0.294 1.497 -0.810
H -5.39263 -6.88809 31.53436 -0.161 -0.374 -0.524
S -6.10814 -7.20720 26.51322 -0.418 2.886 -0.557
C -8.70837 -11.69445 23.95963 -0.301 0.247 -0.434
C -4.15642 -18.22642 24.29359 -0.010 -1.264 0.640
C -5.99771 -17.31828 26.45877 0.325 0.446 -0.308
C -1.93484 -19.30560 29.34686 0.989 0.207 -1.136
H -6.55714 -12.90899 35.55851 -0.408 -0.627 -0.391
H -3.33322 -8.78983 28.64665 0.331 -0.060 -0.670
H -0.66336 -8.64959 26.68180 -0.114 -0.594 0.083
C -1.38073 -11.71223 32.27349 -0.566 0.153 -1.355
H -7.83514 -10.37083 33.26367 -0.499 -0.122 -0.372
O -3.98684 -12.86389 21.06773 3.139 1.022 -2.235
H -6.45895 -17.14326 27.45662 0.380 -0.309 -0.674
H -7.01745 -9.05272 27.43152 0.147 0.028 0.402
H -11.92438 -9.44182 25.08923 0.421 -0.309 -1.284
H -6.38736 -8.47063 33.89702 -0.051 0.135 0.098
O -5.57878 -13.07460 27.88469 -0.221 0.079 2.914
S -1.31686 -8.07825 33.95863 0.993 -0.330 -0.888
H -11.54996 -7.31345 27.23086 -0.199 -0.714 -0.412
H -5.54117 -16.36872 26.15629 -0.115 0.051 -0.011
S -4.67059 -9.50003 30.21632 -0.799 0.284 1.731
H -1.17835 -7.82390 20.61771 -0.247 -0.861 0.449
H -6.78022 -16.87820 30.35359 0.309 0.158 -0.903
C -5.68155 -21.52581 27.62885 0.594 0.055 0.033
C -8.45697 -10.26140 23.51734 1.245 -0.930 -0.035
H -5.31174 -10.45711 26.59930 -0.097 -0.746 -0.029
O -8.93383 -18.88625 26.49194 0.762 -0.670 -0.474
O -6.47414 -13.75585 25.75438 1.311 0.858 0.904
H -1.70190 -19.78762 33.09008 0.205 -0.297 -0.417
H -6.99446 -11.14313 26.56409 0.097 -0.037 -0.080
C -3.66227 -20.53888 33.21097 0.486 -0.998 -0.620
O -8.54112 -19.52356 21.29158 0.300 0.316 0.276
H -4.21181 -7.40984 29.21912 0.026 -0.230 0.433
O -3.95959 -10.69921 30.48739 0.808 -0.562 0.058
H -4.20122 -15.45450 33.14336 0.577 0.164 -0.500
H -8.84561 -14.62858 24.21814 0.475 -0.503 -0.037
C -5.97167 -11.24292 26.18941 -0.303 0.420 -0.601
O -1.51051 -8.98980 23.29573 0.300 0.934 1.242
O -0.56967 -18.29796 31.24139 2.781 -0.190 0.975
H -4.61857 -21.37952 27.34119 -0.611 0.058 0.307
C -8.23609 -14.79343 28.38602 0.952 0.661 -0.222
H -2.72778 -13.34968 28.14411 -0.410 -0.212 -0.124
C -11.34537 -9.14022 25.92725 -0.072 0.486 0.581
C -5.66345 -12.50261 35.97777 -0.276 -0.166 0.858
H -0.39624 -11.86332 31.85993 0.533 0.083 0.150
H -9.83562 -19.68983 28.78287 0.104 0.269 0.081
H -2.56551 -11.36310 23.87259 0.301 -0.383 -0.465
C -7.05074 -8.71769 22.38782 0.630 1.217 0.146
O -2.35599 -16.93578 30.37960 -0.844 0.459 -0.452
H -10.14081 -15.20003 27.50596 0.534 -0.115 -0.360
H -7.83354 -10.39624 30.78786 0.616 -0.647 -0.039
C -4.01069 -18.79949 25.65862 -0.552 -0.427 0.899
S -9.90477 -18.06200 27.12291 1.202 0.818 -0.562
H -9.39214 -12.11195 23.19158 0.126 0.024 0.637
C -2.05454 -10.38312 26.83498 -0.269 0.779 -2.165
H -8.24182 -7.81967 27.20386 -0.001 0.048 -0.393
O -6.39627 -6.28578 25.47176 -0.407 0.336 -0.903
H -7.90140 -8.36502 21.79306 0.505 0.074 -0.255
H -11.30387 -19.66015 27.82499 -0.290 0.069 0.321
H -6.82376 -18.74036 28.77438 -0.003 -0.058 1.186
H -3.42218 -8.74227 34.67606 -0.277 -0.249 -0.265
C -5.93725 -17.58605 30.39299 -1.730 -0.633 0.421
H -0.62290 -9.76325 25.30308 -0.528 0.197 -0.020
O -4.79450 -22.25167 29.91252 1.476 -0.698 1.110
H -7.64643 -5.33349 28.30876 0.719 0.783 0.003
H -3.20871 -21.33129 33.80648 -0.468 -0.670 -0.218
N -1.97315 -9.77057 21.28900 0.515 -0.115 -0.387
H -4.00213 -19.87800 33.96974 -0.383 1.133 0.204
C -6.58861 -5.08037 28.01476 -2.210 -0.663 -0.939
H -2.93028 -19.69482 29.17905 -0.116 -0.027 -0.009
C -2.50718 -8.39193 35.11515 -1.028 0.812 1.964
H -9.49189 -16.95262 24.40409 -0.137 0.371 -0.017
H -9.38721 -10.56970 32.39812 -0.175 -0.019 -0.205
H -12.34763 -11.09938 29.33939 0.597 -0.250 -0.126
H -11.48430 -13.09224 34.52276 0.105 -0.248 -0.324
H -8.07077 -14.85344 22.68840 0.210 -0.468 0.447
H -4.90032 -15.03800 27.93524 0.467 0.390 0.004
O -3.16539 -19.64708 25.92733 -0.470 0.510 0.495
C -1.72533 -9.94462 22.58812 0.105 0.353 0.031
C -2.38636 -16.26354 26.78495 -0.126 1.030 0.171
C -3.66981 -8.30566 29.54385 0.802 0.694 -0.670
H -11.35825 -11.59314 33.50697 0.387 -0.059 0.220
O -2.83157 -18.87279 31.67338 -2.150 0.037 1.055
H -5.62511 -13.62899 33.08835 0.142 -0.137 -0.662
H -8.70724 -15.56641 26.42539 -0.324 -0.063 0.628
H -7.28127 -15.54230 24.17021 -0.816 0.009 -0.232
H -2.15161 -10.39867 27.90424 -0.158 -0.134 0.445
H 0.00327 -11.02905 29.64613 -0.404 0.241 -0.353
H -1.88410 -12.09474 22.32881 -0.314 -0.074 0.158
O 2.62307 -10.38835 27.38867 0.471 -0.214 0.088
O -10.81349 -17.37940 26.25979 -1.048 -0.074 0.168
C 1.02319 -10.78196 29.39754 1.225 -0.537 0.538
H -10.65526 -19.11084 24.05505 0.394 -0.054 0.015
H -1.17177 -20.08460 29.51807 -0.554 0.226 -0.203
H -8.08868 -13.81894 27.91187 -0.583 0.246 0.305
C -5.96654 -7.61385 33.37638 -0.040 0.531 -0.161
O -4.03477 -12.84122 34.00701 1.503 -0.486 1.001
H -5.03002 -13.20212 36.50804 -0.016 -0.381 -0.141
H -2.31833 -8.65389 19.57388 -0.073 -0.242 -0.129
H -11.61518 -12.51420 28.49452 -0.268 -0.432 -0.621
H -1.61052 -18.66201 28.50677 -0.200 -0.656 0.137
H -2.79100 -10.18283 32.72196 -0.045 0.248 0.125
O 0.29758 -10.54074 26.90475 -0.318 0.046 -0.348
S -10.55136 -10.51824 27.88968 0.359 -2.681 -0.529
H -8.15623 -14.27213 19.27379 0.127 -0.315 0.207
H -2.92426 -7.91960 21.08846 1.199 -0.527 -0.656
N -4.94859 -18.35823 26.57561 -0.791 -0.030 1.027
C -4.79940 -14.11006 28.52231 -0.383 -0.369 -0.094
H -10.53694 -20.46770 22.92000 -0.262 -0.066 -0.105
H -7.79123 -12.28381 23.93913 -0.065 -0.022 0.126
H -10.67746 -11.74703 29.72888 -0.380 0.094 0.146
H -4.96477 -7.36730 33.73972 -0.213 -0.143 0.170
S 1.35673 -9.96554 27.87604 0.000 -0.300 0.249
O -7.17804 -21.64448 29.79531 -1.556 -0.628 0.433
S -5.83155 -21.44851 29.42529 -0.715 2.110 -2.240
H -6.63696 -10.78818 22.60468 -0.462 0.241 0.333
O -5.42024 -12.19411 22.90548 -0.069 -0.176 0.042
C -6.50984 -18.89622 29.85451 -0.975 -0.046 -1.275
H -5.70217 -13.55992 19.23576 0.226 0.377 -0.529
H -2.05030 -11.37142 26.36241 -0.296 -0.068 0.556
O -9.23282 -9.35634 23.76973 -0.281 0.405 0.037
O -9.16033 -16.96035 27.96130 0.258 0.038 0.484
O -4.95135 -7.96961 26.47320 3.202 -1.902 -0.185
O -6.14437 -13.76696 21.23531 -3.033 0.517 -0.608
H -3.94600 -14.25213 23.72203 -0.103 -0.354 -0.137
C -7.35101 -8.27254 26.76251 -2.424 -1.900 0.339
H -0.70043 -14.38848 27.03167 0.117 0.160 -0.107
H -5.37603 -15.16009 20.05344 0.157 0.717 -0.834
O -5.45735 -10.91131 33.92658 -1.247 0.850 -0.890
H -4.50426 -12.66239 32.03643 -0.230 -0.442 0.402
H -0.34962 -14.16480 24.10878 0.404 0.243 -0.205
O -8.84189 -11.03443 35.43781 -0.442 0.050 0.215
H -2.17525 -20.80152 31.67533 0.175 -0.576 -0.132
S -9.33672 -12.20746 34.78194 0.437 0.819 -1.035
H -2.19022 -9.05926 35.93093 0.069 0.302 -0.548
H -7.35282 -19.31384 30.40683 -0.093 0.409 0.051
O -4.10449 -13.01479 25.94839 -0.433 -0.364 0.418
H 1.64096 -11.68293 29.41721 -0.217 -0.038 -0.020
H -3.44777 -16.37876 26.63068 -0.192 -0.409 -0.102
O -9.18015 -13.48066 35.37803 0.630 -0.895 0.417
```
Positions in Å, forces in eV/Å.

As for the HOMO energy: -0.347 Eh.

Atom charges from the Mulliken analysis, given in e for atoms 1 to 4: number 1, H, carries 0.5281; number 2, C, carries -0.2805; number 3, H, carries 0.1764; number 4, H, carries -0.2850

***

Record 3
Below is an isolated ion of composition C4H11N2 and charge +1 in a non-equilibrium geometry, with properties calculated with ωB97M-V/def2-TZVPD.

XYZ file:
```
17
Properties=species:S:1:pos:R:3:forces:R:3
H -2.98680 -0.70689 1.80976 0.649 -0.539 -1.552
C 0.45598 0.74958 -0.77443 -1.314 1.068 0.985
N -2.49918 -1.09720 0.92608 -2.804 2.990 1.696
H 2.63581 1.25785 0.63536 0.644 0.497 -0.232
H 2.36026 0.40794 -1.78619 -0.879 -0.658 0.534
H 0.55812 1.82551 -0.52028 0.181 -0.363 -0.232
H 3.49228 -0.04265 -0.07346 1.109 0.551 1.178
H -0.11108 0.68825 -1.68159 0.060 -0.006 -0.831
H -0.05567 0.43333 1.27955 0.495 -2.002 0.936
C -1.77048 -0.03768 0.12391 0.777 -1.055 -0.071
H 1.55754 -1.07718 -0.79633 0.876 2.026 -0.963
H -1.91808 -1.79558 1.27450 1.674 -1.614 0.482
N 2.64006 0.30229 0.33407 -1.060 -1.147 -1.012
H -2.47944 0.41617 -0.57087 0.772 -0.591 -0.595
C 1.80991 0.07696 -0.86317 -0.767 -1.746 0.655
C -0.44102 0.14474 0.31329 -0.939 2.291 -1.125
H -3.24821 -1.54543 0.36980 0.528 0.298 0.147
```
Positions in Å, forces in eV/Å.

The SMILES is NCC/C=C/[NH3+]. As for the charge: +1. As for the HOMO energy: -0.461 Eh. The calculation puts the relative energy (zero: lowest compared OMol25 entry of this formula, charge and spin) at 342.4 kJ/mol.

Atom charges from the natural (NBO) analysis, given in e for atoms 1 to 4: number 1, H, carries 0.4462; number 2, C, carries -0.4493; number 3, N, carries -0.6961; number 4, H, carries 0.3628